(1)
This record from the OMol25 dataset describes a cluster of 5 separate species, C24H25F9N2O10 in total at a distorted geometry. The level of theory is ωB97M-V with the def2-TZVPD basis set.

Values from the calculation:
Structure (SMILES): O=[N+]([O-])c1ccccc1.O=[N+]([O-])c1ccccc1.CCOC(=O)C(F)(F)F.CCOC(=O)C(F)(F)F.CCOC(=O)C(F)(F)F
HOMO: -10.22 eV
HOMO-LUMO gap: 9.42 eV
LUMO: -0.79 eV

Geometry (Å):
O: 6.303 15.341 7.501
N: 5.834 16.059 8.383
O: 4.778 15.894 8.914
C: 6.546 17.267 8.689
C: 7.616 17.632 7.877
C: 8.331 18.803 8.132
C: 7.948 19.547 9.265
C: 6.868 19.158 10.045
C: 6.180 18.025 9.761
H: 7.968 16.972 7.133
H: 9.171 19.131 7.572
H: 8.559 20.338 9.728
H: 6.659 19.648 11.004
H: 5.381 17.648 10.390
O: 10.621 10.185 12.573
N: 10.812 10.572 11.425
O: 11.897 10.387 10.862
C: 9.643 11.006 10.660
C: 9.955 11.593 9.451
C: 8.962 12.040 8.658
C: 7.670 12.019 9.149
C: 7.374 11.440 10.335
C: 8.356 10.868 11.155
H: 11.004 11.651 9.209
H: 9.071 12.403 7.634
H: 6.850 12.492 8.658
H: 6.321 11.451 10.603
H: 8.124 10.280 12.032
C: 13.868 17.206 13.584
C: 14.713 16.287 12.745
O: 14.506 14.963 13.242
C: 13.618 14.200 12.674
O: 13.077 14.296 11.595
C: 13.433 12.963 13.522
F: 14.320 11.995 13.196
F: 13.731 13.104 14.871
F: 12.157 12.507 13.370
H: 13.880 16.974 14.651
H: 12.814 17.206 13.293
H: 14.250 18.221 13.443
H: 15.736 16.569 12.959
H: 14.369 16.340 11.735
C: 10.115 11.766 16.036
C: 8.988 11.317 15.144
O: 8.818 9.921 15.538
C: 7.868 9.218 14.972
O: 7.013 9.513 14.162
C: 7.710 7.921 15.689
F: 8.892 7.382 16.022
F: 6.884 7.991 16.718
F: 7.136 7.040 14.862
H: 9.801 11.758 17.120
H: 10.578 12.744 15.721
H: 10.937 10.997 15.978
H: 9.273 11.364 14.095
H: 8.075 11.857 15.138
C: 9.403 15.113 10.771
C: 10.022 16.457 10.495
O: 10.240 17.190 11.725
C: 9.228 17.489 12.470
O: 8.015 17.375 12.343
C: 9.682 18.053 13.897
F: 8.634 18.177 14.618
F: 10.532 17.192 14.398
F: 10.309 19.261 13.855
H: 9.293 14.630 9.777
H: 8.354 15.130 11.045
H: 9.945 14.439 11.411
H: 9.268 17.136 10.013
H: 11.018 16.406 10.023

(2)
This record from the OMol25 dataset describes a structure of composition C24H25Mg2N9O12 at a distorted geometry. The level of theory is ωB97M-V with the def2-TZVPD basis set.

Values from the calculation:
HOMO: -8.17 eV
HOMO-LUMO gap: 2.82 eV
LUMO: -5.35 eV

Geometry (Å):
Mg: -5.413 -5.729 -24.840
Mg: -0.333 -5.847 -29.917
N: -4.478 -3.457 -28.845
O: -3.489 -3.919 -29.350
O: -4.619 -2.220 -28.880
O: -5.218 -4.127 -28.193
N: -6.212 -1.312 -23.332
O: -6.384 -0.598 -24.338
O: -6.023 -0.797 -22.267
O: -6.222 -2.540 -23.522
N: -0.686 -4.280 -25.010
O: -1.905 -4.397 -24.881
O: -0.015 -3.977 -24.046
O: -0.241 -4.525 -26.134
N: -3.599 -9.008 -28.043
O: -2.602 -8.558 -28.605
O: -3.858 -8.424 -27.010
O: -4.178 -10.005 -28.332
N: 7.648 -3.425 -25.753
C: 6.587 -3.564 -24.925
C: 5.815 -2.430 -24.995
C: 6.651 -1.485 -25.654
C: 7.649 -2.147 -26.262
H: 8.365 -4.115 -25.927
H: 6.407 -4.474 -24.371
H: 4.863 -2.280 -24.507
H: 6.331 -0.453 -25.664
H: 8.399 -1.813 -26.963
N: 2.667 -8.341 -29.535
C: 2.994 -9.264 -30.493
C: 4.064 -10.150 -30.413
C: 4.867 -10.211 -29.288
C: 4.486 -9.370 -28.226
C: 3.437 -8.471 -28.408
H: 2.372 -9.429 -31.361
H: 4.192 -10.816 -31.253
H: 5.692 -10.905 -29.234
H: 4.968 -9.500 -27.268
H: 3.089 -7.910 -27.554
N: -0.012 -3.283 -16.041
C: 0.339 -2.798 -17.284
C: -0.609 -2.253 -18.149
C: -1.925 -2.141 -17.748
C: -2.275 -2.567 -16.435
C: -1.348 -3.186 -15.653
H: 1.347 -2.987 -17.625
H: -0.325 -1.841 -19.106
H: -2.705 -1.696 -18.349
H: -3.314 -2.440 -16.169
H: -1.596 -3.576 -14.676
N: 1.601 -2.532 -30.799
C: 1.086 -1.645 -31.711
C: 1.568 -0.409 -32.109
C: 2.782 -0.014 -31.572
C: 3.363 -0.787 -30.605
C: 2.766 -1.972 -30.267
H: 0.235 -2.068 -32.224
H: 1.020 0.088 -32.896
H: 3.336 0.868 -31.859
H: 4.313 -0.584 -30.132
H: 3.358 -2.637 -29.655
N: -4.682 -7.728 -21.560
C: -5.096 -9.053 -21.395
C: -5.105 -9.633 -20.105
C: -4.559 -9.009 -19.053
C: -3.987 -7.800 -19.266
C: -3.954 -7.198 -20.478
H: -5.579 -9.418 -22.290
H: -5.305 -10.689 -19.999
H: -4.378 -9.530 -18.125
H: -3.404 -7.428 -18.437
H: -3.486 -6.235 -20.617

(3)
This record from the OMol25 dataset describes an isolated molecule of C24H25N3O5S at a distorted geometry. The level of theory is ωB97M-V with the def2-TZVPD basis set.

Values from the calculation:
Structure (SMILES): CCOc1cc(/C=N/NC(=O)c2ccc(N(C)S(=O)(=O)c3ccccc3)cc2)ccc1OC
HOMO: -7.78 eV
HOMO-LUMO gap: 8.18 eV
LUMO: 0.39 eV

Geometry (Å):
C: -1.043 -2.446 -0.506
C: -1.834 -2.374 0.796
O: -3.229 -2.241 0.586
C: -3.745 -1.043 0.217
C: -3.056 0.149 0.140
C: -3.703 1.336 -0.229
C: -2.965 2.575 -0.300
N: -1.720 2.612 -0.031
N: -1.047 3.766 -0.104
C: 0.269 3.910 0.251
O: 0.763 5.022 0.271
C: 1.008 2.678 0.611
C: 0.812 1.452 -0.018
C: 1.539 0.344 0.362
C: 2.492 0.422 1.380
N: 3.210 -0.709 1.746
C: 4.111 -0.671 2.872
S: 3.431 -1.947 0.613
O: 2.179 -2.584 0.325
O: 4.489 -2.772 1.112
C: 3.997 -1.065 -0.841
C: 5.144 -0.303 -0.729
C: 5.599 0.399 -1.832
C: 4.905 0.326 -3.030
C: 3.763 -0.452 -3.133
C: 3.303 -1.155 -2.031
C: 2.694 1.656 2.004
C: 1.968 2.763 1.615
C: -5.059 1.306 -0.525
C: -5.766 0.117 -0.451
C: -5.133 -1.060 -0.084
O: -5.734 -2.272 0.019
C: -7.111 -2.365 -0.247
H: -1.433 -3.249 -1.126
H: -1.122 -1.512 -1.058
H: 0.000 -2.646 -0.278
H: -1.736 -3.318 1.337
H: -1.457 -1.568 1.436
H: -2.005 0.211 0.369
H: -3.520 3.475 -0.593
H: -1.542 4.632 -0.340
H: 0.091 1.362 -0.814
H: 1.349 -0.603 -0.110
H: 4.911 0.063 2.735
H: 4.552 -1.661 2.956
H: 3.559 -0.443 3.784
H: 5.671 -0.276 0.212
H: 6.492 1.000 -1.759
H: 5.259 0.876 -3.888
H: 3.230 -0.512 -4.069
H: 2.421 -1.773 -2.079
H: 3.416 1.761 2.797
H: 2.134 3.716 2.095
H: -5.572 2.212 -0.815
H: -6.819 0.120 -0.685
H: -7.344 -2.084 -1.280
H: -7.369 -3.412 -0.094
H: -7.698 -1.745 0.439

(4)
This record from the OMol25 dataset describes a structure of composition C24H25N6O2RuS. The level of theory is ωB97M-V with the def2-TZVPD basis set.

Values from the calculation:
Spin multiplicity: 2
Net charge: +2
HOMO (spin up / spin down): -12.30 / -12.73 eV
HOMO-LUMO gap (spin up / spin down): 6.96 / 6.43 eV
LUMO (spin up / spin down): -5.34 / -6.31 eV

Geometry (Å):
Ru: -0.173 0.625 -0.224
C: 4.137 1.285 -0.697
C: 2.758 1.253 -0.958
N: 1.884 0.783 -0.095
C: 2.320 0.293 1.106
C: 3.687 0.243 1.425
C: 4.597 0.781 0.487
C: 4.087 -0.361 2.642
C: 3.142 -0.920 3.450
C: 1.766 -0.868 3.133
C: 1.325 -0.221 1.998
N: 0.016 -0.067 1.537
C: -1.185 -0.247 2.241
C: -1.361 -0.500 3.582
C: -2.654 -0.673 4.124
C: -3.772 -0.585 3.351
C: -3.641 -0.261 1.979
C: -4.744 -0.091 1.113
C: -4.540 0.270 -0.190
C: -3.228 0.483 -0.635
N: -2.180 0.330 0.147
C: -2.358 -0.069 1.444
H: 4.810 1.696 -1.436
H: 2.355 1.610 -1.899
H: 5.656 0.778 0.715
H: 5.137 -0.390 2.902
H: 3.439 -1.416 4.365
H: 1.078 -1.364 3.796
H: -0.526 -0.542 4.259
H: -2.742 -0.884 5.181
H: -4.758 -0.734 3.771
H: -5.745 -0.248 1.495
H: -5.364 0.399 -0.876
H: -3.024 0.780 -1.657
N: -0.995 4.652 -2.663
C: -0.873 4.528 -1.170
C: -0.557 3.070 -0.870
O: -0.533 2.261 -1.837
O: -0.357 2.722 0.307
H: -1.867 5.090 -2.957
H: -0.952 3.673 -3.014
H: -0.225 5.177 -3.076
H: -1.816 4.806 -0.704
H: -0.092 5.187 -0.800
S: -0.203 -1.293 -1.506
C: 1.350 -2.080 -1.384
N: 1.801 -2.477 -0.208
C: 3.089 -3.143 0.009
C: 4.010 -2.853 -1.164
C: 3.281 -3.123 -2.470
N: 2.041 -2.341 -2.482
H: 1.195 -2.309 0.581
H: 2.922 -4.215 0.122
H: 3.506 -2.763 0.942
H: 4.898 -3.478 -1.096
H: 4.330 -1.809 -1.135
H: 3.045 -4.183 -2.578
H: 3.876 -2.820 -3.328
H: 1.650 -2.018 -3.352